14
Properties=species:S:1:pos:R:3:mulliken_charge:R:1 method="wB97M-V/def2-TZVPD" lumo_energy_ha=0.039 smiles="C1=COCCO1.[H][H]" total_energy_ha=-307.60801 relative_energy_kj_mol=274.16 homo_ev=-8.33
O -1.24 0.86 0.81 -0.380
O 0.80 -1.01 0.06 -0.359
C -0.03 0.75 1.44 -0.177
C -1.22 0.21 -0.46 -0.305
C 0.93 -0.11 1.08 -0.211
C -0.55 -1.15 -0.34 -0.414
H 1.89 -0.15 1.57 0.351
H -1.09 -1.76 0.39 0.284
H -2.26 0.12 -0.78 0.321
H -0.55 -1.67 -1.31 0.314
H 0.08 1.43 2.28 0.356
H -0.67 0.83 -1.18 0.226
H 1.97 0.47 -1.70 -0.151
H 1.94 1.20 -1.87 0.145